1.
{
  "formula": "C18H43N6O5P",
  "method": "ωB97M-V/def2-TZVPD",
  "species": ["C", "C", "C", "N", "P", "C", "C", "O", "C", "N", "H", "H", "H", "H", "H", "H", "H", "H", "H", "H", "H", "H", "H", "H", "H", "C", "N", "C", "C", "O", "H", "H", "H", "H", "H", "H", "H", "C", "N", "C", "C", "O", "H", "H", "H", "H", "H", "H", "H", "C", "N", "C", "C", "O", "H", "H", "H", "H", "H", "H", "H", "C", "N", "C", "C", "O", "H", "H", "H", "H", "H", "H", "H"],
  "positions_angstrom": [[2.529, -1.079, 0.007], [2.718, -2.605, -0.226], [1.428, -3.385, -0.675], [3.818, -3.295, -0.145], [4.739, -3.092, 1.331], [3.966, -4.208, 2.681], [2.425, -3.904, 2.800], [2.263, -2.499, 2.925], [1.690, -4.643, 3.984], [1.648, -3.888, 5.253], [3.319, -0.590, 0.602], [1.522, -0.926, 0.447], [2.480, -0.605, -1.007], [1.432, -4.407, -0.258], [0.548, -2.826, -0.286], [1.332, -3.366, -1.784], [4.551, -1.779, 1.893], [4.142, -5.282, 2.478], [4.525, -3.942, 3.617], [1.956, -4.255, 1.856], [3.012, -2.213, 3.456], [0.632, -4.786, 3.657], [2.103, -5.657, 4.197], [1.082, -3.053, 5.130], [2.607, -3.599, 5.449], [5.249, 0.907, -4.520], [4.260, 0.946, -3.462], [3.016, 1.490, -3.492], [2.559, 2.148, -4.765], [2.298, 1.437, -2.501], [5.490, -0.136, -4.736], [6.153, 1.412, -4.174], [4.893, 1.388, -5.426], [4.492, 0.525, -2.575], [1.549, 2.529, -4.625], [3.215, 2.984, -5.015], [2.547, 1.424, -5.582], [-0.893, -0.219, -0.672], [-0.595, 0.677, -1.769], [-1.430, 1.541, -2.400], [-2.859, 1.608, -1.927], [-1.020, 2.236, -3.322], [-0.240, 0.035, 0.163], [-0.679, -1.239, -0.996], [-1.929, -0.151, -0.353], [0.348, 0.682, -2.134], [-3.400, 2.339, -2.525], [-3.343, 0.637, -2.048], [-2.897, 1.920, -0.882], [-7.034, 3.675, -1.812], [-6.819, 2.376, -2.420], [-7.311, 1.169, -2.030], [-8.199, 1.131, -0.814], [-7.029, 0.162, -2.659], [-7.490, 4.336, -2.551], [-6.067, 4.089, -1.520], [-7.677, 3.613, -0.940], [-6.234, 2.323, -3.239], [-8.509, 0.104, -0.632], [-7.657, 1.489, 0.063], [-9.092, 1.738, -0.977], [0.021, 3.689, 3.970], [-0.922, 2.633, 3.659], [-0.662, 1.366, 3.238], [0.779, 0.966, 3.058], [-1.583, 0.593, 3.018], [-0.124, 3.994, 5.008], [-0.182, 4.543, 3.321], [1.048, 3.369, 3.830], [-1.907, 2.827, 3.756], [0.836, -0.066, 2.718], [1.252, 1.601, 2.305], [1.313, 1.046, 4.007]],
  "de_lowest_kj_mol": 57.3,
  "charge": 0,
  "homo_ev": -7.9
}



2.
{
  "formula": "C6H24BaF2O6",
  "method": "ωB97M-V/def2-TZVPD",
  "species": ["Ba", "F", "F", "C", "O", "H", "H", "H", "H", "C", "O", "H", "H", "H", "H", "C", "O", "H", "H", "H", "H", "C", "O", "H", "H", "H", "H", "C", "O", "H", "H", "H", "H", "C", "O", "H", "H", "H", "H"],
  "positions_angstrom": [[-0.371, 0.639, -0.480], [-0.316, -0.364, -4.704], [-1.199, 4.317, -2.370], [-5.879, -0.258, -1.271], [-4.776, -1.017, -1.274], [-6.716, -0.893, -1.561], [-6.048, 0.197, -0.295], [-5.904, 0.634, -1.898], [-4.887, -1.605, -2.025], [4.555, 2.382, -3.492], [3.517, 1.460, -3.186], [4.170, 3.298, -3.938], [5.080, 2.793, -2.629], [5.259, 1.814, -4.101], [2.826, 1.336, -3.842], [-2.447, 1.611, 4.695], [-2.627, 1.782, 3.237], [-2.885, 0.665, 5.013], [-1.400, 1.572, 4.994], [-3.057, 2.366, 5.190], [-3.306, 2.444, 3.085], [-0.429, -5.507, -1.736], [-0.203, -4.076, -1.732], [-1.371, -5.791, -2.205], [0.375, -5.964, -2.311], [-0.357, -5.871, -0.711], [-0.209, -3.791, -2.649], [2.598, 4.439, 1.013], [2.800, 3.062, 1.307], [3.026, 5.024, 1.828], [3.052, 4.605, 0.037], [1.537, 4.648, 0.879], [3.746, 2.925, 1.404], [2.301, -3.279, 2.543], [1.110, -2.374, 2.429], [2.478, -3.630, 3.560], [2.343, -4.204, 1.968], [3.171, -2.739, 2.169], [0.443, -2.652, 3.061]],
  "de_lowest_kj_mol": 980.1,
  "charge": 0,
  "homo_ev": -7.1
}



3.
{
  "formula": "C3H8N2O",
  "method": "ωB97M-V/def2-TZVPD",
  "species": ["C", "C", "N", "H", "H", "H", "H", "H", "N", "C", "O", "H", "H", "H"],
  "positions_angstrom": [[1.444, 1.223, 2.076], [1.394, 0.148, 1.247], [0.798, 0.367, 0.013], [0.993, 2.110, 1.622], [1.790, 1.269, 3.156], [1.314, -0.849, 1.498], [0.613, 1.305, -0.045], [0.995, -0.147, -0.855], [-1.904, -0.716, -0.807], [-1.437, -0.952, -2.151], [-0.633, -0.260, -2.737], [-2.237, -1.528, -0.359], [-1.423, -0.028, -0.185], [-1.706, -1.944, -2.472]],
  "de_lowest_kj_mol": 219.7,
  "charge": 0,
  "homo_ev": -8.3
}



4.
{
  "formula": "C6H21BF4LiNO4",
  "method": "ωB97M-V/def2-TZVPD",
  "species": ["Li", "B", "F", "F", "F", "F", "C", "C", "O", "H", "H", "H", "H", "H", "H", "O", "H", "H", "O", "H", "H", "C", "C", "C", "O", "C", "N", "H", "H", "H", "H", "H", "H", "H", "H", "H", "H", "H"],
  "positions_angstrom": [[0.954, -0.185, 0.187], [2.330, -1.583, -2.163], [1.240, -2.355, -2.517], [3.037, -2.187, -1.162], [3.180, -1.459, -3.254], [1.993, -0.283, -1.664], [0.273, 1.837, 2.363], [0.602, 0.367, 2.716], [0.393, -0.387, 1.562], [0.431, 2.454, 3.248], [-0.739, 1.945, 1.973], [0.913, 2.100, 1.520], [-0.027, 0.069, 3.555], [1.671, 0.409, 2.925], [-0.026, -1.245, 1.666], [1.863, -1.407, 0.438], [1.640, -2.031, 1.128], [1.699, -1.881, -0.377], [2.190, 0.727, 0.203], [2.853, 0.230, -0.277], [2.594, 1.581, 0.355], [-0.632, 2.337, -0.479], [-0.877, 0.760, -0.227], [-2.309, 0.206, -0.722], [-2.244, -1.292, -0.607], [-3.484, -1.909, -0.953], [0.160, 0.001, -0.856], [0.232, 2.787, 0.010], [-1.438, 2.947, -0.073], [-0.658, 2.666, -1.518], [-0.789, 0.507, 0.829], [-2.371, 0.501, -1.770], [-3.024, 0.729, -0.088], [-4.365, -1.604, -0.388], [-3.262, -2.948, -0.710], [-3.851, -1.894, -1.979], [0.147, 0.355, -1.802], [-0.298, -0.868, -1.090]],
  "charge": 0,
  "homo_ev": -9.5
}



5.
{
  "formula": "C9H26F3O9V",
  "method": "ωB97M-V/def2-TZVPD",
  "species": ["O", "V", "O", "C", "O", "O", "C", "F", "F", "F", "C", "C", "H", "H", "H", "H", "H", "H", "C", "O", "H", "H", "H", "H", "C", "O", "H", "H", "H", "H", "C", "O", "H", "H", "H", "H", "C", "O", "H", "H", "H", "H", "C", "O", "H", "H", "H", "H"],
  "positions_angstrom": [[-0.897, -0.987, 0.341], [-0.661, 0.279, -0.558], [-0.060, 1.392, 0.367], [2.343, -0.698, -1.335], [2.138, -0.282, -0.010], [1.105, -0.364, -1.960], [3.716, -0.245, -1.890], [3.874, -0.585, -3.148], [3.888, 1.108, -1.884], [4.758, -0.717, -1.185], [2.779, -0.950, 1.035], [2.067, -0.423, 2.301], [2.602, -0.836, 3.156], [2.037, 0.662, 2.402], [1.100, -0.832, 2.595], [3.841, -0.702, 1.009], [2.815, -2.036, 0.951], [2.460, -1.782, -1.341], [-3.041, -0.843, -3.089], [-2.000, -1.059, -2.146], [-3.232, 0.230, -3.128], [-2.722, -1.199, -4.068], [-3.959, -1.292, -2.711], [-1.639, -1.932, -2.313], [0.076, 2.641, -2.883], [-0.980, 2.099, -2.060], [-0.166, 3.602, -3.338], [1.059, 2.705, -2.417], [0.203, 1.908, -3.680], [-1.853, 2.332, -2.384], [-3.046, 1.038, 1.457], [-2.851, 0.931, 0.041], [-3.546, 0.107, 1.720], [-2.165, 1.122, 2.093], [-3.769, 1.825, 1.671], [-3.688, 1.127, -0.386], [0.593, -4.286, 0.778], [0.316, -5.361, 1.628], [1.634, -3.961, 0.784], [0.364, -4.715, -0.198], [-0.079, -3.442, 0.933], [0.719, -6.172, 1.309], [-1.008, 3.428, 3.248], [-1.659, 3.629, 4.507], [-0.622, 2.426, 3.062], [-1.690, 3.785, 2.475], [-0.098, 3.999, 3.065], [-1.054, 3.320, 5.185]],
  "de_lowest_kj_mol": 143.5,
  "charge": 0,
  "homo_ev": -8.7
}



6.
{
  "formula": "C2H2F3O3PmS",
  "method": "ωB97M-V/def2-TZVPD",
  "species": ["S", "O", "O", "C", "F", "F", "F", "C", "O", "Pm", "H", "H"],
  "positions_angstrom": [[0.947, 0.886, 1.084], [0.141, 2.137, 0.657], [0.197, -0.245, 0.335], [2.484, 1.077, 0.011], [3.116, 2.182, 0.377], [3.275, 0.034, 0.210], [2.166, 1.154, -1.268], [-2.611, -2.100, -0.165], [-2.960, -0.935, -0.340], [-1.723, 1.144, -0.494], [-1.742, -2.506, -0.712], [-3.291, -2.828, 0.304]],
  "charge": 2,
  "spin_multiplicity": 5,
  "homo_ev": [-18.1, -18.2]
}



Result set for max |F|: 3.31, 3.63, 3.69, 16.96, 3.00, 3.46 eV Å⁻¹, one per record in the order listed.